Entry from the Open Molecules 2025 dataset: C10H19FeN4O5S5Se2 as an isolated structure (ωB97M-V/def2-TZVPD).

The geometry in XYZ format:
```
46
Properties=species:S:1:pos:R:3
Fe -0.42069 -0.53501 0.60986
C -1.64809 2.54410 -3.67794
C -0.18021 2.34814 -3.67884
N 0.61295 2.55606 -4.67840
N 1.85015 2.22564 -4.18350
C 1.84321 1.79443 -2.90299
S 3.13917 1.31680 -1.98912
N 0.51384 1.89314 -2.58082
N -0.05084 1.48465 -1.37842
H -1.94552 2.98005 -4.62880
H -1.95602 3.19632 -2.85904
H -2.13712 1.57852 -3.54377
H 2.66588 2.23567 -4.76423
H -0.93486 1.02478 -1.59005
H -0.20813 2.27609 -0.76201
O 1.20206 -1.77656 6.02340
C 1.61829 -2.73786 5.04742
C 1.08111 -2.37798 3.66016
C 1.63663 -3.43037 2.69669
O 3.04857 -3.35086 2.53955
C 1.56620 -0.95682 3.31809
Se 1.92283 -0.53289 1.42248
C -0.44700 -2.47088 3.71015
Se -1.48844 -2.27775 2.04734
H 1.71811 -1.92234 6.81819
H 1.24749 -3.73382 5.32802
H 2.71132 -2.77471 4.98855
H 1.13075 -3.32185 1.73681
H 1.41490 -4.43147 3.08368
H 3.18959 -2.60145 1.93759
H 2.51971 -0.78011 3.81724
H 0.85940 -0.23074 3.71711
H -0.81794 -1.73097 4.41758
H -0.72399 -3.45545 4.09969
S -3.71349 2.65690 1.37387
C -2.56446 1.50654 1.05748
S -0.98829 1.47742 1.79746
S -2.75028 0.21778 -0.08021
C -2.29674 -2.75536 -2.06178
S -0.79662 -1.87793 -2.43815
O 0.02915 -2.77973 -3.20558
O -1.19576 -0.66102 -3.13330
O -0.21847 -1.58990 -1.10027
H -2.70833 -3.12516 -2.99922
H -2.99641 -2.07877 -1.57480
H -2.04631 -3.58054 -1.39725
```

Output
HOMO level (alpha / beta)   -1.7 / -2.0 eV
Net charge   -2
Energy relative to the best compared isomer or geometry (same formula, charge and spin)   14.7 kcal per mole
Spin multiplicity   6
<S²>   8.77
Calculated total energy   -9045.326933 Eh
Strongest force on any atom   0.00963 hartree/bohr